Density functional theory data (wB97M-V/def2-TZVPD) for C7H18AlBF11NO7P3 as an isolated structure.

Geometry as XYZ:
```
49
Properties=species:S:1:pos:R:3:forces:R:3:lowdin_charge:R:1
C -3.5805 -0.4110 -1.7403 0.3 0.4 -0.1 -0.042
C -2.4522 -1.1392 -2.4812 -0.8 -0.4 0.0 -0.433
O -2.9921 -2.2464 -3.2200 0.5 -0.2 0.6 -0.084
C -1.2922 -1.6996 -1.6304 -0.3 0.2 -0.4 -0.297
P -0.6199 -0.6621 -0.3219 0.5 -0.2 0.2 0.921
C -0.4993 -1.6154 1.1907 -1.0 1.1 0.0 -0.252
C -1.7604 -2.0788 1.8419 0.5 -0.8 1.5 -0.512
O -1.7601 -2.7178 2.8572 -0.3 0.7 -1.1 0.167
O -2.9625 -1.8235 1.1671 0.0 -0.1 -0.3 -0.092
P 1.3573 0.1376 -0.8280 0.6 0.1 0.7 0.927
C 1.1906 1.8464 -0.2335 -0.3 -0.1 -0.4 -0.291
C 2.5524 -0.6949 0.2505 -0.2 -0.3 -0.1 -0.255
H -3.6740 0.5964 -2.1357 -0.1 0.1 0.0 0.099
H -4.5451 -0.8796 -1.9249 -0.2 -0.2 0.0 0.064
H -3.4138 -0.3011 -0.6744 0.0 -0.1 0.1 0.032
H -2.0491 -0.4641 -3.2297 0.2 -0.1 -0.1 0.145
H -3.7739 -2.6094 -2.7606 -0.3 0.5 -1.1 -0.070
H -0.5003 -1.9856 -2.3174 0.2 -0.1 0.1 0.108
H -1.6047 -2.6117 -1.1245 0.1 -0.1 0.1 -0.004
H -1.4290 0.4660 -0.1731 -0.1 0.1 -0.1 0.042
H 0.1214 -2.4908 0.8575 1.2 -1.0 -0.2 0.037
H 0.1056 -1.0420 1.8899 0.1 -0.2 0.2 0.125
H -3.2921 -0.9434 1.3932 -0.1 0.0 0.1 0.123
H 1.0293 2.5175 -1.0738 0.1 0.2 0.0 0.057
H 2.0921 2.1173 0.3141 0.1 0.1 0.1 0.042
H 0.3132 1.9271 0.4048 0.1 0.2 0.3 0.032
H 2.1502 -1.6258 0.6782 -0.1 -0.3 -0.5 0.021
H 3.4086 -0.9841 -0.3541 0.2 -0.1 0.0 0.063
H 2.8873 -0.0088 1.0322 0.0 0.4 -0.1 0.033
N -5.9674 -2.6770 -3.9933 -0.3 0.3 0.1 -0.625
O -6.2371 -1.6987 -3.2616 0.3 0.0 0.1 -0.073
O -5.6607 -3.7818 -3.4398 0.8 -0.2 0.7 -0.147
O -6.0101 -2.5972 -5.2107 0.0 -0.1 0.0 0.009
F 1.6964 6.7118 1.5440 0.6 -0.3 -0.1 -0.217
P 1.6374 5.0569 1.4811 -0.1 0.2 -0.1 0.413
F 0.1434 5.3419 0.7902 0.0 -0.1 0.4 -0.236
F 2.0604 5.2590 3.0580 -0.4 -0.2 -0.3 -0.193
F 0.7598 3.7443 2.0572 -0.1 -0.2 -0.3 -0.244
F 2.8510 3.9229 1.4263 0.3 0.5 0.3 -0.214
F 2.2012 5.2613 -0.0778 -0.4 -0.2 0.0 -0.229
Al -3.7201 -3.7910 -0.8165 -0.6 -0.2 -0.2 1.173
B 4.9533 1.1780 2.5815 0.6 0.2 0.4 -1.230
F 5.7954 0.9238 1.4473 0.0 -0.3 0.0 0.109
F 5.2098 2.4255 3.0892 0.0 0.0 -0.1 0.168
F 3.6118 1.0272 2.2232 -0.2 0.1 -0.1 0.105
F 5.2837 0.1944 3.5497 0.3 -0.5 0.0 0.079
F 1.3202 -3.3114 0.3425 -0.7 0.4 -0.1 -0.562
O 7.9727 -1.0184 2.5885 -0.6 0.3 0.0 0.176
H 7.0919 -0.7445 2.9673 -0.1 0.2 -0.1 0.034
```
Positions in Å, forces in eV/Å.

Orbital gap, eV: 1.57
Electronic energy, Eh: -3248.71959
HOMO level, hartree: -0.269
M, g mol⁻¹: 567.92
Net charge: -1

Density functional theory data (wB97M-V/def2-TZVPD) for C7H18AlINO8P2 as an isolated structure.

Geometry as XYZ:
```
38
Properties=species:S:1:pos:R:3:forces:R:3:lowdin_charge:R:1
N 0.3430 -1.7792 0.8924 0.2 0.6 0.0 -0.276
P 0.7416 -0.6544 -0.4405 0.2 -0.6 -0.4 0.624
O 1.9687 0.2489 0.2720 0.2 -0.3 0.1 -0.482
Al -1.0721 0.8480 -0.6173 -0.5 0.0 -0.3 -0.001
C -2.4158 0.7372 0.9179 0.5 0.0 -0.2 -0.297
O -3.6542 0.0104 0.7375 0.0 -0.1 0.1 -0.202
C -4.4014 0.3264 -0.3766 -0.1 0.3 0.3 -0.299
O -4.5114 -0.7205 -1.3276 0.0 0.0 0.0 -0.116
C -3.6208 -1.8112 -1.2545 -0.2 -0.4 -0.8 -0.208
C -3.2481 -2.2513 -2.6847 0.2 0.5 0.4 -0.233
O -1.8722 -2.5404 -2.8745 0.1 -0.3 0.2 -0.088
P -0.2896 3.0979 -0.6292 -0.2 0.6 0.9 0.217
O -1.4125 3.9417 -1.5491 0.5 -0.3 -0.5 -0.539
I 1.8082 3.0550 -1.9347 0.0 0.0 -0.3 0.210
H 0.3032 -1.2185 1.7426 -0.2 -0.1 0.1 -0.006
H -0.6187 -2.0688 0.7238 0.0 -0.2 0.1 -0.021
H 2.7768 0.0279 -0.2142 -0.2 0.1 0.1 -0.024
H -1.8517 0.6051 -2.0064 0.0 0.0 -0.1 -0.055
H -2.6208 1.7439 1.2912 -0.3 0.2 0.1 0.046
H -1.9333 0.2341 1.7532 0.1 -0.1 0.2 0.040
H -5.4185 0.5400 -0.0419 -0.2 -0.1 -0.1 0.123
H -4.0258 1.2243 -0.8665 0.3 0.0 -0.2 0.107
H -2.7010 -1.6014 -0.7199 0.0 0.2 0.3 0.083
H -4.1533 -2.6429 -0.7949 0.1 -0.1 0.5 0.118
H -3.8532 -3.1107 -2.9693 -0.1 -0.1 -0.2 0.104
H -3.4657 -1.4047 -3.3230 -0.2 0.1 -0.3 0.112
H -1.4613 -2.8008 -2.0400 -0.1 0.1 -0.2 0.068
H -1.5020 3.5317 -2.4242 -0.2 0.0 0.3 0.011
C 4.9907 1.2431 2.6102 -0.1 0.1 0.1 -0.115
C 5.5086 -0.1691 2.7965 0.0 0.0 0.1 -0.122
O 5.2288 -0.7644 1.5287 0.1 0.1 0.1 0.062
C 5.1415 0.2248 0.6064 -0.1 0.0 0.1 -0.587
O 5.0646 0.0475 -0.5645 0.0 -0.1 -0.1 0.160
O 5.1444 1.4372 1.2031 0.1 0.0 0.1 0.064
H 5.5614 1.9884 3.1584 0.1 0.1 -0.1 0.128
H 3.9333 1.3385 2.8612 0.0 0.0 0.0 0.135
H 6.5868 -0.1996 2.9701 0.0 0.0 0.0 0.128
H 5.0016 -0.7142 3.5883 -0.1 -0.1 -0.1 0.130
```
Positions in Å, forces in eV/Å.

Orbital gap, eV: 6.15
Electronic energy, Eh: -2157.11279
HOMO level, hartree: -0.136
M, g mol⁻¹: 460.05
Net charge: -1

Density functional theory data (wB97M-V/def2-TZVPD) for C7H18BIN3OPS2Sb as an isolated structure.

Geometry as XYZ:
```
35
Properties=species:S:1:pos:R:3:forces:R:3:lowdin_charge:R:1
C 0.7952 1.8081 -0.3480 -0.4 0.0 0.5 -0.277
Sb 0.0682 -0.0746 0.5852 0.7 1.3 -1.7 1.223
C -1.3734 1.1294 1.7630 -0.3 0.2 0.3 -0.328
C -2.2912 1.9990 0.9608 0.2 -0.1 0.0 -0.359
N -3.4623 2.3479 1.2983 -0.2 0.0 0.0 0.065
C 1.5653 -1.3803 -0.3838 0.3 0.1 0.2 -0.354
C 2.4991 -0.7233 -1.3970 0.0 -0.5 -0.4 -0.402
C 1.7980 -0.3509 -2.7037 0.7 0.1 0.1 -0.619
I 3.1194 -0.7287 -4.3953 -0.2 0.1 0.1 0.674
N -0.5075 -1.8769 1.7261 0.1 -0.2 0.0 -0.073
C -1.6565 -2.1194 1.7629 -0.7 -0.4 0.6 -0.990
S -3.2414 -2.4153 1.8986 0.1 0.0 -0.2 0.526
P 1.8191 0.3382 2.4964 0.0 -0.8 0.5 0.129
S 2.6091 -1.2929 3.2859 0.3 -0.1 0.1 -0.097
B -1.4023 -0.5188 -1.0734 -0.4 -0.5 -1.0 -0.719
N -1.8087 -1.8664 -1.4701 0.2 0.3 0.8 0.109
O -1.9534 0.5111 -1.8078 -0.3 0.3 0.9 0.057
H 0.3980 1.8875 -1.3563 0.2 0.0 -0.2 -0.006
H 1.8726 1.9357 -0.3019 0.1 -0.1 -0.2 -0.012
H 0.3691 2.6413 0.2094 0.0 0.1 0.1 -0.005
H -0.7640 1.8010 2.3712 0.3 0.0 0.0 0.036
H -1.9811 0.5575 2.4658 0.1 -0.3 0.0 0.045
H -1.9135 2.3847 0.0169 0.0 0.1 -0.1 0.080
H -3.6836 1.9216 2.2019 -0.1 0.0 0.0 0.035
H 2.1718 -1.8955 0.3573 -0.1 0.1 0.3 0.020
H 1.0149 -2.1642 -0.9078 -0.2 0.0 0.1 0.048
H 3.0673 0.1149 -1.0027 -0.1 0.2 0.1 0.092
H 3.2454 -1.4711 -1.6598 0.2 -0.1 0.1 0.056
H 1.5931 0.7051 -2.7896 -0.3 0.1 0.0 0.015
H 0.9236 -0.9599 -2.8882 -0.2 0.0 -0.1 0.032
H 2.8186 1.1999 1.9830 -0.2 0.3 0.2 -0.096
H 1.2092 1.0947 3.5258 0.2 0.4 -0.2 -0.100
H -1.2353 -2.5731 -1.0219 -0.2 -0.1 0.1 0.041
H -2.7630 -2.0371 -1.1539 -0.1 -0.2 -0.3 0.053
H -2.8321 0.2690 -2.1343 0.3 0.0 -0.4 0.100
```
Positions in Å, forces in eV/Å.

Orbital gap, eV: 6.51
Electronic energy, Eh: -2217.60735
HOMO level, hartree: -0.156
M, g mol⁻¹: 514.83
Net charge: -1

Density functional theory data (wB97M-V/def2-TZVPD) for an isolated molecule of C7H18N2.

Geometry as XYZ:
```
27
Properties=species:S:1:pos:R:3:forces:R:3:lowdin_charge:R:1
C -1.2801 1.7881 1.4603 0.2 -0.2 0.1 -0.078
C 0.0879 1.3487 0.9417 0.0 0.2 -0.1 -0.430
C 1.0243 2.5561 0.8891 -0.1 -0.3 0.1 -0.083
C -0.0199 0.6927 -0.4459 0.0 -0.3 0.2 -0.137
C 0.0156 -0.8467 -0.4796 -0.1 0.0 0.1 -0.587
C -1.0523 -1.4717 0.4156 0.2 0.1 -0.1 -0.048
C 1.4068 -1.3665 -0.0857 -0.3 0.1 -0.1 -0.039
N -0.3263 -1.2034 -1.8618 0.1 0.1 -0.3 -0.102
N -0.3337 -2.6062 -2.0909 0.2 -0.1 -0.3 -0.010
H -1.7036 2.5487 0.8073 -0.1 0.1 -0.1 0.081
H -1.1896 2.2096 2.4597 0.0 0.1 0.1 0.076
H -1.9690 0.9501 1.5036 -0.2 -0.1 0.0 0.063
H 0.5089 0.6312 1.6520 0.0 0.0 0.0 0.118
H 0.6532 3.2929 0.1794 0.0 0.1 -0.1 0.081
H 1.0933 3.0286 1.8668 0.0 0.1 0.1 0.074
H 2.0251 2.2567 0.5847 0.1 0.0 -0.1 0.074
H 0.8030 1.0506 -1.0705 0.0 0.0 -0.1 0.110
H -0.9476 1.0093 -0.9256 0.0 0.0 -0.1 0.120
H -0.8510 -1.2706 1.4631 0.0 0.0 0.2 0.078
H -1.0631 -2.5460 0.2548 0.0 -0.1 0.1 0.068
H -2.0286 -1.0783 0.1485 -0.2 0.1 0.0 0.083
H 1.4157 -2.4537 -0.1057 0.0 -0.1 0.0 0.073
H 1.6741 -1.0427 0.9160 0.1 0.0 0.2 0.074
H 2.1624 -0.9946 -0.7773 0.1 0.1 -0.1 0.081
H 0.2995 -0.7118 -2.5036 -0.1 -0.2 0.2 0.112
H 0.5821 -2.9734 -2.3522 -0.2 0.1 0.0 0.074
H -0.9872 -2.7975 -2.8439 0.1 0.0 0.2 0.075
```
Positions in Å, forces in eV/Å.

Orbital gap, eV: 10.01
Electronic energy, Eh: -386.99497
HOMO level, hartree: -0.331
SMILES: CC(C)CC(C)(C)NN
M, g mol⁻¹: 130.24
Net charge: 0

Density functional theory data (wB97M-V/def2-TZVPD) for an isolated molecule of C7H18N2O.

Geometry as XYZ:
```
28
Properties=species:S:1:pos:R:3:forces:R:3:lowdin_charge:R:1
C -0.8688 1.0582 -1.5754 0.1 -0.2 0.1 -0.059
C -0.1685 -0.2827 -1.3580 -0.3 -0.5 1.0 -0.549
C 1.1919 -0.2747 -2.0555 -0.1 0.0 0.3 -0.066
C -1.0162 -1.3965 -1.9808 0.1 0.2 0.1 -0.068
C -0.0248 -0.6100 0.2392 0.4 0.3 -2.0 -0.338
N -1.2457 -0.4750 0.9977 -0.3 -0.1 0.1 0.043
C 1.0755 0.2600 0.8183 -0.2 -0.1 2.3 -0.094
C 0.9642 0.3717 2.4238 0.6 0.2 -1.3 -0.457
N 0.0217 1.4470 2.7298 -0.1 0.2 0.1 0.042
O 0.5459 -0.7978 3.0448 0.0 -0.3 0.1 -0.040
H -0.3040 1.8785 -1.1370 0.0 0.1 0.0 0.074
H -0.9732 1.2603 -2.6411 0.0 0.0 -0.1 0.085
H -1.8664 1.0554 -1.1388 -0.1 0.0 0.0 0.076
H 1.7934 0.5780 -1.7511 0.1 0.1 0.1 0.076
H 1.0619 -0.2093 -3.1359 0.0 0.0 -0.1 0.084
H 1.7423 -1.1872 -1.8340 0.1 -0.1 0.0 0.087
H -1.1384 -1.2288 -3.0508 -0.1 0.0 -0.1 0.082
H -0.5378 -2.3654 -1.8472 0.0 -0.1 0.0 0.083
H -2.0110 -1.4414 -1.5398 -0.1 0.0 0.0 0.071
H 0.2807 -1.6626 0.3040 0.1 0.1 -0.1 0.143
H -1.4483 0.4986 1.1984 -0.1 -0.1 0.0 0.075
H -2.0267 -0.9413 0.5555 0.0 0.1 0.0 0.081
H 2.0478 -0.1639 0.5778 0.0 0.1 -0.1 0.112
H 1.0193 1.2840 0.4542 0.1 0.1 -0.2 0.099
H 1.9743 0.5742 2.8230 -0.3 -0.1 -0.1 0.135
H 0.4301 2.3505 2.5187 0.0 0.0 0.0 0.075
H -0.2018 1.4279 3.7204 0.1 0.0 -0.1 0.081
H -0.3175 -1.0078 2.6401 0.0 0.0 -0.1 0.066
```
Positions in Å, forces in eV/Å.

Orbital gap, eV: 9.65
Electronic energy, Eh: -462.27061
HOMO level, hartree: -0.325
SMILES: CC(C)(C)[C@H](N)C[C@@H](N)O
M, g mol⁻¹: 146.23
Net charge: 0

Density functional theory data (wB97M-V/def2-TZVPD) for an isolated ion of composition C7H18N2OPS2 and charge +1.

Geometry as XYZ:
```
31
Properties=species:S:1:pos:R:3:forces:R:3:lowdin_charge:R:1
C 1.3421 -0.8044 -1.2188 0.5 1.1 0.5 -0.542
C -1.6381 3.1415 1.7647 2.5 2.4 1.8 -0.131
C 2.4280 -2.8598 -0.7361 0.5 -0.9 5.3 -0.027
C 0.0281 -2.7495 -0.4006 -2.4 2.4 1.5 -0.073
C 0.4234 1.4883 -2.4047 -6.3 -0.4 -3.1 -0.291
C -1.2292 -0.6127 2.3724 1.3 2.0 -5.8 -0.310
C -0.6684 2.3028 0.9268 -1.8 0.6 -3.4 -0.316
N 1.2104 -1.9972 -0.6306 3.2 -1.5 -1.8 -0.233
N 2.3776 -0.1416 -1.5179 -2.6 0.5 -0.1 0.110
O -2.5826 1.8839 -1.0604 0.0 -0.6 0.5 -0.344
P -1.7942 1.1938 -0.0279 0.7 0.3 0.3 0.329
S -0.3711 0.0701 -1.5689 0.9 -0.4 -0.7 0.933
S -2.6356 -0.2420 1.2025 -0.2 0.4 -0.6 0.694
H -1.2266 3.3763 2.8557 -0.6 -0.4 -2.5 0.138
H -1.9199 4.1014 1.2877 0.3 -0.6 0.2 0.100
H -2.4993 2.6037 1.9374 -2.2 -1.1 0.5 0.006
H 2.5814 -3.2035 0.4277 -0.2 0.5 -2.6 0.152
H 2.3879 -3.8019 -1.2441 -1.0 -0.2 -0.8 0.079
H 3.4093 -2.4639 -0.9321 -0.2 1.0 -0.5 0.070
H 0.1190 -3.8171 -0.6056 0.1 0.3 0.2 0.099
H -0.2387 -2.4924 0.7430 -0.1 -1.3 -2.6 0.117
H -0.7101 -2.2710 -1.1360 0.2 -1.2 1.4 0.070
H 0.5117 1.2178 -3.4820 0.7 0.0 1.0 0.084
H 1.2223 1.6454 -1.8408 3.7 1.4 1.8 -0.035
H -0.4361 2.2368 -2.4476 1.4 -0.5 0.5 0.076
H -0.3203 -0.2296 1.7686 -1.1 -1.2 1.5 0.057
H -1.3357 -1.6224 2.3881 0.4 -2.9 0.7 -0.020
H -1.4037 -0.0883 3.1991 -0.4 1.8 3.5 -0.005
H -0.0320 1.7067 1.4866 1.7 -0.7 0.8 0.036
H -0.2308 2.7760 -0.0364 0.0 -0.2 2.1 0.116
H 3.2315 -0.3471 -1.0695 1.1 -0.7 0.2 0.063
```
Positions in Å, forces in eV/Å.

Orbital gap, eV: 8.72
Electronic energy, Eh: -1599.65662
HOMO level, hartree: -0.469
M, g mol⁻¹: 241.34
Net charge: +1

Density functional theory data (wB97M-V/def2-TZVPD) for C7H18N5SeZn as an isolated structure.

Geometry as XYZ:
```
32
Properties=species:S:1:pos:R:3:forces:R:3:lowdin_charge:R:1
Zn -0.3788 -0.7862 0.9366 -0.1 0.1 -0.1 0.637
N -1.1589 -1.6971 -0.8132 0.1 0.0 -0.1 -0.002
C -0.4260 -1.1396 -1.9686 -0.1 0.1 0.0 -0.196
C -0.4322 0.3901 -1.9146 0.0 -0.1 0.1 -0.148
N -0.0613 0.9159 -0.5851 0.1 0.0 0.0 -0.221
C -0.9227 2.0162 -0.1193 0.0 0.0 0.0 -0.167
C -0.9842 2.0720 1.4038 0.0 -0.1 0.0 -0.197
N -1.4023 0.7527 1.9282 0.0 0.0 0.0 -0.002
C 1.3679 1.2547 -0.4705 0.0 0.0 0.0 -0.162
C 2.2353 0.0210 -0.2531 0.0 0.0 0.0 -0.187
N 1.7281 -0.7471 0.9029 0.0 -0.1 -0.1 0.009
H -0.9452 -2.6940 -0.7329 0.0 0.0 0.1 0.030
H -2.1625 -1.6211 -0.9485 0.0 0.0 0.0 0.114
H -0.8520 -1.4631 -2.9196 0.0 0.0 0.0 0.130
H 0.5840 -1.5409 -1.9221 0.0 0.0 0.0 0.102
H -1.4380 0.7404 -2.1497 0.0 0.0 0.0 0.123
H 0.2247 0.7878 -2.6941 0.0 0.0 0.0 0.135
H -1.9314 1.8358 -0.4957 0.0 0.0 0.0 0.125
H -0.6023 2.9857 -0.5146 0.0 0.0 0.0 0.139
H -1.6641 2.8661 1.7127 0.0 0.0 0.0 0.129
H -0.0081 2.3027 1.8301 0.0 0.0 0.0 0.114
H -2.4057 0.6287 1.8212 0.0 0.0 0.0 0.113
H -1.2283 0.6776 2.9264 0.0 0.0 0.0 0.109
H 1.4911 1.9205 0.3856 0.0 0.0 0.0 0.119
H 1.7177 1.8032 -1.3522 0.0 0.0 0.0 0.136
H 3.2736 0.3259 -0.1181 0.0 0.0 0.0 0.131
H 2.2088 -0.6269 -1.1267 0.0 0.0 0.0 0.110
H 2.1234 -0.3979 1.7702 0.0 0.0 0.0 0.115
H 1.9954 -1.7329 0.8370 0.0 0.1 0.0 0.047
Se 0.7809 -4.3395 0.6603 0.0 0.0 0.0 0.594
C -0.0887 -3.1874 1.7019 0.0 0.0 0.0 -0.961
N -0.6383 -2.3237 2.2818 0.0 0.0 0.0 -0.018
```
Positions in Å, forces in eV/Å.

Orbital gap, eV: 8.37
Electronic energy, Eh: -4731.92976
HOMO level, hartree: -0.409
M, g mol⁻¹: 316.61
Net charge: +1

Density functional theory data (wB97M-V/def2-TZVPD) for C7H18NOSi2 as an isolated structure.

Geometry as XYZ:
```
29
Properties=species:S:1:pos:R:3:forces:R:3:mulliken_spin:R:1
C 1.1101 -0.9821 0.0557 -2.1 1.0 1.7 0.052
C -0.0330 -0.5967 1.4501 4.4 2.3 -4.5 0.494
C 2.7115 1.6991 -0.4606 1.1 -1.0 0.2 0.005
C 1.4460 0.0719 -2.9495 -2.3 1.5 1.7 0.002
C -2.6752 -0.4080 -0.6391 1.4 -0.2 1.5 0.023
C -1.6071 2.1476 1.3516 -0.8 1.4 1.4 0.008
C -0.7195 -1.6780 1.9833 -2.2 -0.4 3.5 0.669
N -0.8597 -2.9156 1.4655 1.4 -0.3 -1.7 0.357
O -0.1263 1.2594 -0.8424 -0.3 0.3 -0.8 0.053
Si 1.3732 0.5430 -1.0659 -0.6 0.7 -0.4 -0.015
Si -1.3972 0.8523 0.0174 0.1 -0.6 1.8 0.264
H 1.9570 -1.3011 0.6775 -0.1 -0.5 -0.6 0.013
H 3.5203 0.9711 -0.2228 0.0 0.3 -0.5 -0.001
H 3.0807 2.3570 -1.2419 0.0 -0.1 -0.3 0.000
H 2.7718 2.2894 0.4585 -1.1 -0.1 0.0 0.000
H 2.3392 -0.4587 -2.9818 1.7 -0.9 -1.1 0.000
H 0.5793 -0.5676 -3.1847 0.4 -0.1 0.3 0.000
H 1.3069 0.9426 -3.6326 0.8 -0.5 0.6 0.000
H -2.8283 -1.3445 -0.0117 -0.1 1.6 -0.2 0.000
H -3.5546 0.1672 -0.8735 -0.6 -0.3 -0.2 0.010
H -2.1767 -0.8060 -1.4980 0.0 0.0 -1.1 -0.002
H -2.2121 1.8576 2.2736 0.6 0.0 -1.3 -0.001
H -0.5984 2.4554 1.7849 -1.1 -0.5 -0.9 0.000
H -2.1080 3.1293 1.0195 0.7 -1.4 0.1 0.019
H -1.2632 -1.5085 2.9118 0.2 -0.1 -0.1 0.022
H 0.5537 0.2118 2.0461 -1.4 -1.5 -0.5 0.034
H 0.6368 -1.7004 -0.6546 0.5 -0.1 0.9 0.005
H -0.2629 -3.0213 0.6050 -1.0 -0.8 1.4 -0.013
H -0.9645 -3.6661 2.1584 0.2 0.1 -0.9 0.001
```
Positions in Å, forces in eV/Å.

Orbital gap (spin up / spin down), eV: 6.86 / 7.18
Electronic energy, Eh: -986.18699
Expectation value of S²: 2.0052
HOMO level (spin up / spin down), hartree: -0.348 / -0.511
M, g mol⁻¹: 188.40
Multiplicity: 3
Net charge: +1

- What is the formula in the second record?
  C7H18AlINO8P2

- Which formula does entry 4 have?
  C7H18N2

- Look up the M of the eighth one.
  188.40 g mol⁻¹